DFT (the ωB97M-V functional and the def2-TZVPD basis) results for C36H45N6PRuSb2 as an isolated structure.

## Properties
Net charge   +3
Highest occupied orbital energy (alpha / beta)   -14.22 / -14.93 eV
Frontier orbital gap (alpha / beta)   6.4 / 5.3 eV
<S²>   8.832
Multiplicity   6

Cartesian coordinates (Å):
1 Ru -0.0564 -0.2223 -0.1895
2 C -1.6188 1.9422 3.5042
3 C -1.3625 1.0359 2.4708
4 N -0.4857 1.2559 1.5032
5 C 0.2096 2.4276 1.5073
6 C 0.0501 3.3723 2.5346
7 C -0.9048 3.1104 3.5394
8 C 0.8589 4.5416 2.5454
9 C 1.8095 4.7301 1.5773
10 C 1.9502 3.8141 0.5270
11 C 1.1275 2.6899 0.4228
12 N 1.1367 1.7607 -0.5656
13 C 1.7123 1.9267 -1.7952
14 C 2.0084 3.1291 -2.4272
15 C 2.6192 3.1586 -3.6918
16 C 2.9265 1.9989 -4.3499
17 C 2.5604 0.7460 -3.7898
18 C 2.7585 -0.4748 -4.4696
19 C 2.3031 -1.6405 -3.9133
20 C 1.6389 -1.5723 -2.6816
21 N 1.4623 -0.4523 -2.0064
22 C 1.9275 0.7101 -2.5350
23 H -2.3607 1.7068 4.2535
24 H -1.8958 0.0937 2.4321
25 H -1.0603 3.8361 4.3280
26 H 0.7304 5.2600 3.3446
27 H 2.4600 5.5929 1.6142
28 H 2.7421 3.9706 -0.1903
29 H 1.7316 4.0678 -1.9696
30 H 2.8426 4.1153 -4.1435
31 H 3.4113 2.0220 -5.3173
32 H 3.2516 -0.4738 -5.4339
33 H 2.4217 -2.5917 -4.4119
34 H 1.2143 -2.4717 -2.2439
35 C -2.8569 -2.5200 2.2209
36 Sb -2.0407 -2.1348 0.2951
37 C -1.3000 -4.0870 -0.1455
38 C -3.8527 -2.1128 -0.8356
39 C -4.6444 -0.8548 -0.6195
40 C -5.4760 -0.7791 0.4980
41 C -6.2338 0.3506 0.7585
42 C -6.1757 1.4277 -0.1138
43 C -5.3674 1.3570 -1.2362
44 C -4.5936 0.2288 -1.5077
45 C -3.7495 0.2169 -2.7501
46 Sb -1.7540 0.8744 -2.3533
47 C -1.1052 1.3279 -4.3289
48 C -2.1797 2.8390 -1.6651
49 H -3.4617 -3.4238 2.1569
50 H -3.4925 -1.6918 2.5292
51 H -2.0701 -2.6691 2.9590
52 H -2.1369 -4.7509 -0.3590
53 H -0.7630 -4.4843 0.7164
54 H -0.6410 -4.0704 -1.0122
55 H -4.3970 -2.9844 -0.4678
56 H -3.6028 -2.3027 -1.8779
57 H -5.5626 -1.6381 1.1539
58 H -6.8897 0.3759 1.6181
59 H -6.7811 2.3069 0.0599
60 H -5.3605 2.1838 -1.9367
61 H -4.1379 0.9245 -3.4838
62 H -3.7129 -0.7578 -3.2347
63 H -1.8177 2.0338 -4.7540
64 H -1.0931 0.4222 -4.9328
65 H -0.1146 1.7777 -4.3283
66 H -2.9079 3.3049 -2.3278
67 H -1.2626 3.4280 -1.6749
68 H -2.5854 2.8120 -0.6551
69 C 3.0118 -3.5225 3.1706
70 N 3.6615 -3.4155 1.7728
71 C 4.8056 -2.3788 1.8648
72 N 4.3158 -1.1401 2.3501
73 C 3.6965 -1.3082 3.6644
74 N 2.5760 -2.2490 3.6176
75 C 1.4391 -1.7309 2.8553
76 P 1.8763 -1.3852 1.0913
77 C 2.6545 -3.0312 0.7238
78 C 3.4413 -0.4527 1.3982
79 H 3.7858 -3.9242 3.8244
80 H 2.1901 -4.2326 3.0840
81 H 4.0641 -4.3241 1.5330
82 H 5.2327 -2.2907 0.8666
83 H 5.5363 -2.8083 2.5499
84 H 3.3444 -0.3436 4.0254
85 H 4.4447 -1.6866 4.3614
86 H 1.0894 -0.8055 3.3187
87 H 0.6118 -2.4442 2.8960
88 H 3.1711 -2.9985 -0.2370
89 H 1.8951 -3.8141 0.6815
90 H 3.1885 0.5355 1.7894
91 H 3.9680 -0.2952 0.4538

Mulliken population analysis, charges in e, atoms 1 to 2: -0.742 -0.950

---

DFT (the ωB97M-V functional and the def2-TZVPD basis) results for C36H45N9 as an isolated structure at a distorted geometry.

## Properties
Highest occupied orbital energy   -7.13 eV
Frontier orbital gap   7.6 eV
Multiplicity   1

Cartesian coordinates (Å):
1 N 22.6385 -30.7721 11.1990
2 C 23.8189 -30.3660 11.6698
3 C 23.5122 -29.5837 13.0129
4 C 22.0395 -29.8999 13.2546
5 C 21.4603 -30.5811 12.0151
6 H 22.5688 -31.3003 10.5131
7 H 24.8000 -30.5085 11.0416
8 H 24.1879 -29.0445 13.6326
9 H 21.3563 -29.7270 13.9923
10 H 20.4533 -30.9660 11.6892
11 N 22.1900 -33.3546 4.9974
12 C 21.5778 -32.1912 5.5330
13 C 21.8569 -31.0642 4.5507
14 C 22.7163 -31.6092 3.4373
15 C 22.9083 -33.0651 3.8180
16 H 22.5679 -34.0649 5.5994
17 H 20.8853 -32.0758 6.2149
18 H 21.5156 -30.1192 4.7342
19 H 22.9853 -31.1968 2.5989
20 H 23.4432 -33.9035 3.4221
21 N 21.8528 -37.5296 9.8834
22 C 21.2206 -36.3534 9.7259
23 C 21.5712 -35.4775 11.0186
24 C 22.2111 -36.4322 11.9385
25 C 22.3220 -37.6427 11.1254
26 H 21.8887 -38.3692 9.3153
27 H 20.7619 -36.0225 8.8714
28 H 21.0856 -34.6404 11.1260
29 H 22.4588 -36.1926 12.9494
30 H 22.7001 -38.6649 11.2337
31 N 25.3758 -29.3525 7.2091
32 C 26.1910 -29.6190 8.2941
33 C 25.5926 -28.8886 9.5435
34 C 24.4138 -28.0478 8.9494
35 C 24.4791 -28.3131 7.4217
36 H 25.6223 -29.9396 6.3436
37 H 26.9389 -30.2857 8.4782
38 H 25.9487 -28.7449 10.4214
39 H 23.7828 -27.5326 9.6245
40 H 23.6050 -27.8747 6.7728
41 N 21.5082 -26.8477 7.5849
42 C 21.9921 -25.6630 7.0415
43 C 21.7003 -25.6689 5.5409
44 C 21.2140 -27.0706 5.3014
45 C 20.9429 -27.6978 6.6067
46 H 21.3515 -26.8165 8.6450
47 H 22.4103 -24.8577 7.8226
48 H 21.9242 -24.7593 4.6777
49 H 20.8263 -27.4925 4.2937
50 H 20.5023 -28.5633 6.9590
51 N 24.4155 -36.1016 9.6016
52 C 25.0232 -36.8939 8.5985
53 C 26.5062 -36.4116 8.4801
54 C 26.6596 -35.1728 9.5066
55 C 25.2098 -35.0889 10.1076
56 H 23.4337 -36.2723 10.0608
57 H 24.7687 -37.6780 7.9680
58 H 27.1777 -36.7399 7.8799
59 H 27.6077 -34.7304 9.6525
60 H 24.8033 -34.3927 10.8320
61 N 30.3879 -34.8392 8.6813
62 C 29.8195 -35.5469 7.6346
63 C 28.5608 -34.8136 7.2085
64 C 28.4153 -33.6910 8.2243
65 C 29.6342 -33.7953 9.0787
66 H 31.3332 -35.0340 9.1835
67 H 30.1556 -36.5432 7.3505
68 H 27.7427 -35.1438 6.5812
69 H 27.7067 -33.0007 8.1449
70 H 29.7503 -33.2216 9.9484
71 N 21.8817 -27.9762 10.1461
72 C 21.9120 -26.5677 10.4377
73 C 20.6110 -25.9893 9.9819
74 C 19.7158 -27.0629 9.4633
75 C 20.6294 -28.3741 9.6240
76 H 22.6030 -28.7601 10.0700
77 H 22.8432 -26.1889 10.9971
78 H 20.3819 -24.8458 9.8643
79 H 18.7370 -27.1567 9.0552
80 H 20.6506 -29.3781 9.1991
81 N 23.8640 -30.8722 8.0482
82 C 24.2418 -32.0838 8.6232
83 C 22.8625 -32.7551 8.8873
84 C 21.7780 -31.8797 8.2683
85 C 22.5381 -30.6786 7.7957
86 H 24.5890 -30.0766 7.7685
87 H 25.2066 -32.2249 8.8822
88 H 22.7500 -33.5364 9.3289
89 H 20.7855 -32.0243 8.1860
90 H 22.2477 -29.7054 7.3592

Mulliken population analysis, charges in e, atoms 1 to 2: 0.252 -0.236

---

DFT (the ωB97M-V functional and the def2-TZVPD basis) results for C36H46AsBrN4RuSi as an isolated structure.

## Properties
Net charge   +1
Highest occupied orbital energy (alpha / beta)   -10.30 / -10.91 eV
Frontier orbital gap (alpha / beta)   8.6 / 6.4 eV
<S²>   8.779
Multiplicity   6

Cartesian coordinates (Å):
1 Ru -0.0714 -0.6236 0.2200
2 C -5.8350 -2.5854 0.5252
3 C -4.3905 -2.2194 0.7086
4 C -3.8816 -1.8315 1.9531
5 C -2.5592 -1.4642 2.0963
6 C -1.7555 -1.5160 0.9596
7 Br -0.6702 1.4060 1.7145
8 N -2.2234 -1.8845 -0.2116
9 C -3.5099 -2.2156 -0.3611
10 H -6.2681 -2.9522 1.4544
11 H -5.9548 -3.3552 -0.2362
12 H -6.4141 -1.7150 0.2107
13 H -4.5433 -1.8059 2.8111
14 H -2.1703 -1.1192 3.0424
15 H -3.8347 -2.4868 -1.3605
16 C 0.6023 -2.9815 -8.4825
17 C 0.5291 -2.1198 -7.2533
18 C -0.6041 -2.1085 -6.4498
19 C -0.7002 -1.3123 -5.3152
20 C -1.9744 -1.3756 -4.5144
21 C 0.3948 -0.4981 -4.9798
22 As 0.3266 0.6144 -3.3810
23 N 0.0811 -0.6113 -2.0623
24 C 0.8218 -1.8062 -2.2730
25 C 2.1653 -1.8032 -2.6679
26 C 2.8496 -2.9910 -2.8616
27 C 2.2143 -4.2100 -2.6666
28 C 0.8827 -4.2253 -2.2794
29 C 0.1884 -3.0414 -2.0808
30 C -1.1950 1.7831 -3.7267
31 C -1.0472 2.5302 -4.9014
32 C 0.2138 2.5349 -5.7296
33 C -2.1166 3.3056 -5.3366
34 C -3.3095 3.3751 -4.6344
35 C -4.4611 4.2027 -5.1298
36 C -3.4043 2.6697 -3.4397
37 C -2.3647 1.8857 -2.9618
38 C -2.5364 1.1837 -1.6518
39 C 1.5486 -0.4902 -5.7715
40 C 2.7553 0.3730 -5.4984
41 C 1.5936 -1.3062 -6.8960
42 H -0.2450 -3.6625 -8.5412
43 H 1.5186 -3.5725 -8.4911
44 H 0.6029 -2.3662 -9.3838
45 H -1.4418 -2.7460 -6.7103
46 H -2.5344 -2.2714 -4.7805
47 H -2.6085 -0.5105 -4.7183
48 H -1.7827 -1.4011 -3.4405
49 H 2.6745 -0.8586 -2.8051
50 H 3.8881 -2.9627 -3.1674
51 H 2.7516 -5.1362 -2.8198
52 H 0.3704 -5.1690 -2.1394
53 H -0.8540 -3.0510 -1.8044
54 H 1.1138 2.4082 -5.1233
55 H 0.3089 3.4874 -6.2484
56 H 0.2036 1.7412 -6.4796
57 H -2.0019 3.8807 -6.2488
58 H -4.1712 4.8188 -5.9791
59 H -4.8387 4.8572 -4.3437
60 H -5.2865 3.5616 -5.4449
61 H -4.3099 2.7455 -2.8472
62 H -3.3736 1.5997 -1.0926
63 H -1.6528 1.3036 -1.0287
64 H -2.7119 0.1179 -1.7927
65 H 2.6729 0.9531 -4.5802
66 H 2.9108 1.0772 -6.3178
67 H 3.6541 -0.2423 -5.4262
68 H 2.4891 -1.3015 -7.5094
69 N 2.1691 1.6241 0.3596
70 C 3.4120 2.0451 0.1055
71 C 4.1261 0.9577 -0.3526
72 C 3.2139 -0.0987 -0.3270
73 N 2.0233 0.3117 0.1097
74 H 1.3943 2.1079 0.8042
75 H 3.6960 3.0710 0.2686
76 H 5.1592 0.9306 -0.6506
77 H 3.3627 -1.1251 -0.6093
78 C -0.4088 -4.0999 1.6708
79 Si 0.6221 -2.5447 1.7153
80 C 0.7600 -1.7863 3.4104
81 C 2.3158 -2.9858 1.0481
82 H 0.1402 -4.9031 2.1703
83 H -0.5907 -4.4133 0.6404
84 H -1.3711 -3.9822 2.1686
85 H 1.2354 -2.5129 4.0765
86 H -0.2090 -1.5249 3.8321
87 H 1.3730 -0.8846 3.3919
88 H 2.5798 -3.9653 1.4587
89 H 3.0754 -2.2731 1.3697
90 H 2.3406 -3.0794 -0.0399

Mulliken population analysis, charges in e, atoms 1 to 2: 0.265 -1.431

---

DFT (the ωB97M-V functional and the def2-TZVPD basis) results for C36H46B2BaF4N9O8 as an isolated structure.

## Properties
Net charge   +1
Highest occupied orbital energy   -10.25 eV
Frontier orbital gap   8.3 eV
Multiplicity   1

Cartesian coordinates (Å):
1 Ba -0.8765 1.5883 0.7774
2 C -5.0892 0.2513 3.2766
3 C -3.8053 0.8598 2.8196
4 N -3.0821 0.4009 1.8720
5 O -3.5646 -0.7224 1.2167
6 B -4.3019 -0.3866 -0.0433
7 F -5.3820 0.4436 0.2693
8 F -4.6704 -1.6067 -0.5886
9 O -3.4593 0.2676 -1.1035
10 N -3.0606 1.5575 -0.7890
11 C -3.8398 2.5213 -1.0934
12 C -5.1106 2.3893 -1.8624
13 C -3.4375 3.8637 -0.5410
14 N -2.4925 3.8226 0.3182
15 O -2.1644 4.9861 0.9363
16 B -1.3499 4.7296 2.1541
17 F -0.2230 3.8876 1.7599
18 F -0.9214 5.9172 2.6536
19 O -2.0819 3.9998 3.2194
20 N -2.3980 2.7389 2.8175
21 C -3.3706 2.1692 3.4166
22 C -4.1492 2.7823 4.5352
23 C -4.1749 5.1105 -0.9086
24 H -5.1896 -0.7547 2.8833
25 H -5.1426 0.2419 4.3650
26 H -5.9255 0.8451 2.9029
27 H -5.1913 1.3896 -2.2777
28 H -5.9654 2.5539 -1.2052
29 H -5.1449 3.1356 -2.6577
30 H -3.7152 3.7383 4.8082
31 H -5.1886 2.9351 4.2392
32 H -4.1533 2.1253 5.4062
33 H -5.2314 4.9140 -1.0791
34 H -4.0611 5.8469 -0.1175
35 H -3.7625 5.5397 -1.8252
36 C 2.3413 -5.6284 -3.5260
37 O 2.3992 -4.2056 -3.4607
38 C 3.5883 -3.6105 -3.7043
39 C 4.7723 -4.2712 -4.0061
40 C 5.9269 -3.5345 -4.2432
41 C 5.9245 -2.1506 -4.1817
42 C 4.7444 -1.4880 -3.8739
43 C 3.5893 -2.2096 -3.6378
44 N 2.3599 -1.5358 -3.3278
45 C 1.8014 -1.7190 -2.1239
46 N 2.4520 -2.1210 -1.0254
47 C 1.5427 -2.1686 0.0354
48 C 0.3176 -1.7812 -0.4647
49 C -0.8225 -1.7127 0.3192
50 C -0.6449 -2.0286 1.6566
51 C 0.6003 -2.3948 2.1880
52 C 1.7252 -2.4687 1.3782
53 O 2.9855 -2.7847 1.7529
54 C 3.1977 -3.0608 3.1337
55 N 0.5163 -1.4832 -1.8237
56 C -0.4504 -0.8934 -2.6986
57 C -0.2510 0.3993 -3.1638
58 C -1.1982 0.9878 -3.9840
59 C -2.3439 0.2738 -4.3078
60 C -2.5554 -1.0098 -3.8333
61 C -1.6033 -1.6162 -3.0189
62 O -1.6950 -2.8512 -2.4989
63 C -2.9495 -3.5321 -2.6269
64 H 1.3131 -5.8932 -3.3014
65 H 3.0064 -6.0798 -2.7876
66 H 2.6010 -5.9820 -4.5249
67 H 4.8023 -5.3488 -4.0696
68 H 6.8411 -4.0604 -4.4842
69 H 6.8288 -1.5915 -4.3745
70 H 4.7042 -0.4075 -3.8212
71 H 1.7004 -1.3743 -4.0789
72 H 3.4189 -2.4026 -1.0050
73 H -1.7962 -1.4525 -0.0752
74 H -1.5126 -1.9999 2.3031
75 H 0.6716 -2.6295 3.2402
76 H 4.2559 -3.2780 3.2382
77 H 2.6133 -3.9256 3.4518
78 H 2.9368 -2.1938 3.7449
79 H 0.6530 0.9297 -2.8831
80 H -1.0511 1.9922 -4.3552
81 H -3.0982 0.7284 -4.9365
82 H -3.4704 -1.5282 -4.0762
83 H -2.8390 -4.4526 -2.0625
84 H -3.1523 -3.7687 -3.6730
85 H -3.7530 -2.9326 -2.1994
86 C 0.9349 1.4054 3.7766
87 N 2.2947 1.5583 3.2827
88 C 3.2615 2.1507 4.2026
89 C 4.4243 2.7504 3.4423
90 C 4.9476 1.7306 2.4536
91 N 3.8665 1.2940 1.5821
92 C 4.2287 0.8628 0.2486
93 C 2.5770 1.2218 2.0017
94 O 1.6713 0.8348 1.2296
95 H 0.3261 2.2925 3.5783
96 H 0.9749 1.2596 4.8554
97 H 0.4750 0.5181 3.3409
98 H 3.6128 1.3909 4.9094
99 H 2.7477 2.9221 4.7774
100 H 5.2096 3.0456 4.1370
101 H 4.0954 3.6421 2.9051
102 H 5.3895 0.8730 2.9749
103 H 5.7248 2.1660 1.8247
104 H 4.6527 1.6924 -0.3224
105 H 3.3436 0.4938 -0.2589
106 H 4.9738 0.0638 0.3013

Mulliken population analysis, charges in e, atoms 1 to 2: 1.333 -1.963

---

DFT (the ωB97M-V functional and the def2-TZVPD basis) results for C36H46Cl2MnNP2 as an isolated structure at a distorted geometry.

## Properties
Net charge   +1
Highest occupied orbital energy (alpha / beta)   -9.49 / -9.66 eV
Frontier orbital gap (alpha / beta)   7.3 / 6.8 eV
<S²>   8.766
Multiplicity   6

Cartesian coordinates (Å):
1 Mn -0.0977 0.4075 0.0198
2 C -2.2129 0.5620 3.6009
3 C -0.6917 0.6385 3.7807
4 C -0.2594 0.2457 5.1903
5 P 0.1166 -0.2653 2.3928
6 C 1.8410 -0.6234 2.9275
7 C 2.6275 0.6772 3.1072
8 C 2.5221 -1.5382 1.9010
9 C -0.6458 -1.8890 2.2412
10 C -0.8037 -2.7567 3.3294
11 C -1.3796 -4.0024 3.1987
12 C -1.5585 -4.9300 4.3822
13 C -1.7981 -4.3703 1.9178
14 C -1.6408 -3.5420 0.8207
15 C -1.0518 -2.2770 0.9525
16 N -0.8256 -1.4296 -0.1330
17 C -1.3775 -1.7238 -1.4254
18 C -0.5437 -2.2124 -2.4411
19 C 0.8853 -2.6045 -2.1482
20 C -1.0581 -2.3929 -3.7241
21 C -2.3869 -2.1285 -4.0254
22 C -2.9403 -2.3848 -5.4082
23 C -3.2055 -1.6735 -2.9989
24 C -2.7310 -1.4775 -1.7037
25 C -3.6775 -1.0291 -0.6213
26 H -2.7104 1.2183 4.3199
27 H -2.5711 -0.4570 3.7610
28 H -2.5243 0.8670 2.5963
29 H -0.3903 1.6765 3.6107
30 H -0.5908 -0.7606 5.4525
31 H -0.7234 0.9330 5.9021
32 H 0.8203 0.3037 5.3341
33 H 1.7667 -1.1491 3.8815
34 H 2.7577 1.1874 2.1483
35 H 3.6224 0.4683 3.5106
36 H 2.1328 1.3763 3.7864
37 H 2.4781 -1.1067 0.8957
38 H 2.0496 -2.5190 1.8538
39 H 3.5763 -1.6722 2.1573
40 H -0.4534 -2.4551 4.3121
41 H -1.0620 -4.5397 5.2721
42 H -1.1458 -5.9197 4.1753
43 H -2.6154 -5.0661 4.6239
44 H -2.2551 -5.3465 1.7780
45 H -1.9621 -3.8711 -0.1627
46 H 0.9207 -3.5546 -1.6087
47 H 1.3848 -1.8845 -1.5118
48 H 1.4561 -2.7223 -3.0732
49 H -0.4022 -2.7696 -4.5075
50 H -2.1642 -2.3062 -6.1715
51 H -3.7386 -1.6830 -5.6542
52 H -3.3605 -3.3912 -5.4728
53 H -4.2525 -1.4651 -3.2120
54 H -4.5323 -0.5010 -1.0459
55 H -3.1890 -0.3811 0.1077
56 H -4.0570 -1.8878 -0.0615
57 C 3.2676 0.4540 -1.8966
58 P 1.8185 1.3171 -1.2178
59 C 2.5158 2.6588 -0.2074
60 C 1.6255 3.4706 0.5037
61 C 2.0900 4.4582 1.3598
62 C 3.4598 4.6344 1.5295
63 C 4.3504 3.8302 0.8350
64 C 3.8819 2.8456 -0.0317
65 C 1.1229 2.1625 -2.6733
66 C 0.3118 1.4034 -3.5242
67 C -0.2101 1.9712 -4.6777
68 C 0.0650 3.3018 -4.9814
69 C 0.8495 4.0648 -4.1257
70 C 1.3805 3.4987 -2.9709
71 H 3.8932 1.1782 -2.4134
72 H 2.9279 -0.2953 -2.6061
73 H 3.8338 -0.0428 -1.1081
74 H 0.5550 3.3329 0.3838
75 H 1.3897 5.0818 1.9025
76 H 3.8298 5.3992 2.2030
77 H 5.4171 3.9585 0.9721
78 H 4.5980 2.2299 -0.5636
79 H 0.0679 0.3713 -3.2790
80 H -0.8375 1.3782 -5.3338
81 H -0.3328 3.7430 -5.8878
82 H 1.0502 5.1044 -4.3556
83 H 1.9940 4.0991 -2.3081
84 Cl -1.8016 1.7318 -0.9097
85 C -1.9498 3.4334 -1.5340
86 Cl -3.5295 3.6674 -2.2115
87 H -1.1979 3.5522 -2.3018
88 H -1.8079 4.1039 -0.7013

Mulliken population analysis, charges in e, atoms 1 to 2: 0.475 -1.396